# 1
The following is a quantum chemistry calculation of a structure of composition C28H7B3BrCl80NO5 in a non-equilibrium geometry, from the OMol25 dataset.

XYZ file:
```
125
C28H7B3BrCl80NO5 (ωB97M-V/def2-TZVPD)
O -0.49 1.11 -0.85
C -1.56 1.66 -1.21
N -2.46 2.60 -1.43
B -3.47 1.96 -2.36
O -4.92 2.23 -2.33
B -5.16 2.85 -3.65
Br -6.24 4.55 -3.57
O -4.65 2.32 -4.89
B -3.40 1.62 -4.73
C -2.30 1.35 -5.91
O -2.32 2.35 -6.97
C -1.96 3.65 -6.50
C -2.82 4.85 -7.09
C -2.51 6.30 -6.57
C -1.37 6.59 -5.52
C -0.50 5.40 -4.96
C -0.83 3.96 -5.47
O -3.05 1.03 -3.41
H -1.28 1.27 -5.38
H -2.52 0.32 -6.38
H -3.66 4.69 -7.84
H -3.10 7.18 -6.99
H -1.17 7.68 -5.17
H 0.36 5.59 -4.22
H -0.22 3.05 -5.08
C 1.62 -2.43 -0.66
Cl 0.72 -3.95 -0.49
Cl 0.54 -1.06 -0.31
Cl 2.98 -2.42 0.49
Cl 2.25 -2.28 -2.31
C 0.42 -8.24 -0.15
Cl -1.01 -7.19 -0.02
Cl 1.06 -8.16 -1.81
Cl 1.66 -7.68 0.99
Cl -0.04 -9.91 0.23
C 2.65 -8.89 -5.39
Cl 3.14 -9.21 -7.07
Cl 3.89 -9.51 -4.28
Cl 2.48 -7.13 -5.15
Cl 1.10 -9.69 -5.06
C 3.25 0.14 3.67
Cl 4.35 1.38 3.03
Cl 1.89 -0.08 2.55
Cl 4.12 -1.40 3.85
Cl 2.62 0.66 5.25
C -5.90 1.81 1.17
Cl -4.18 1.42 0.96
Cl -6.83 1.11 -0.18
Cl -6.48 1.13 2.71
Cl -6.11 3.57 1.18
C -3.15 -2.68 -4.21
Cl -4.57 -1.62 -4.05
Cl -2.52 -2.59 -5.87
Cl -1.91 -2.13 -3.07
Cl -3.62 -4.35 -3.84
C -0.94 -1.76 5.84
Cl -1.05 -0.67 7.24
Cl -1.84 -1.07 4.48
Cl 0.77 -1.96 5.38
Cl -1.62 -3.35 6.27
C 5.29 -0.05 8.56
Cl 6.47 -1.18 9.27
Cl 4.10 -0.97 7.61
Cl 4.46 0.84 9.85
Cl 6.14 1.09 7.50
C -3.62 -1.69 10.66
Cl -3.10 -2.03 8.99
Cl -2.39 -2.32 11.79
Cl -3.79 0.06 10.88
Cl -5.17 -2.49 10.97
C 5.75 -2.90 12.91
Cl 4.98 -3.14 14.49
Cl 7.37 -2.19 13.14
Cl 5.91 -4.47 12.09
Cl 4.76 -1.81 11.92
C -7.89 -2.64 1.78
Cl -8.82 -4.14 1.94
Cl -8.95 -1.25 2.14
Cl -6.53 -2.65 2.93
Cl -7.27 -2.49 0.12
C 0.09 8.64 -9.19
Cl -0.69 7.54 -8.03
Cl -0.65 8.44 -10.79
Cl -0.12 10.32 -8.64
Cl 1.83 8.27 -9.29
C -6.95 0.03 8.02
Cl -7.07 1.13 9.42
Cl -7.84 0.72 6.65
Cl -5.24 -0.17 7.58
Cl -7.64 -1.55 8.45
C 6.00 -7.20 -9.43
Cl 5.47 -6.47 -10.96
Cl 4.87 -6.75 -8.14
Cl 6.02 -8.97 -9.60
Cl 7.63 -6.62 -9.03
C -0.38 -14.08 -0.07
Cl -0.95 -12.73 0.94
Cl 0.17 -13.45 -1.63
Cl 0.96 -14.91 0.75
Cl -1.72 -15.23 -0.33
C 5.60 7.34 -10.10
Cl 6.79 6.18 -9.46
Cl 4.38 6.48 -11.06
Cl 4.82 8.19 -8.75
Cl 6.44 8.52 -11.14
C -1.41 3.49 10.13
Cl -0.95 1.96 9.36
Cl -3.02 3.33 10.86
Cl -0.23 3.90 11.39
Cl -1.44 4.78 8.90
C -2.69 11.77 -5.66
Cl -3.24 12.54 -7.17
Cl -3.79 12.22 -4.34
Cl -2.70 10.00 -5.86
Cl -1.05 12.32 -5.28
C 2.89 3.39 -7.62
Cl 3.30 1.86 -8.43
Cl 1.29 3.25 -6.86
Cl 4.10 3.75 -6.38
Cl 2.86 4.71 -8.82
C 11.69 -1.29 13.44
Cl 12.64 -2.61 14.14
Cl 9.99 -1.80 13.31
Cl 11.80 0.14 14.48
Cl 12.32 -0.90 11.82
```

Computed properties:
HOMO level: -8.67 eV
Total charge: 0

Here are the Mulliken charges for atoms 1 to 4, given in e: atom 1 (O): -0.614, atom 2 (C): 0.738, atom 3 (N): -0.375, atom 4 (B): 0.233

# 2
The following is a quantum chemistry calculation of a structure of composition C3H11NOS2 in a non-equilibrium geometry, from the OMol25 dataset.

XYZ file:
```
18
C3H11NOS2 (ωB97M-V/def2-TZVPD)
N -1.73 -1.45 -0.81
C -0.58 -0.97 -0.05
C -0.64 0.51 0.24
S 1.21 1.75 0.30
S 2.68 0.61 -0.57
C 3.29 -0.38 0.81
H -2.56 -0.90 -0.61
H -1.54 -1.34 -1.80
H -0.47 -1.59 0.85
H 0.33 -1.16 -0.64
H 0.09 1.05 -0.52
H -0.80 0.76 1.29
H 2.73 -1.28 0.90
H 4.30 -0.66 0.56
H 3.25 0.17 1.74
H -3.60 2.28 -0.72
H -2.53 1.25 -0.33
O -3.44 1.34 -0.64
```

Computed properties:
HOMO level: -8.29 eV
Total charge: 0

Here are the natural (NBO) charges for atoms 1 to 4, given in e: atom 1 (N): -0.805, atom 2 (C): -0.296, atom 3 (C): -0.522, atom 4 (S): 0.006

# 3
The following is a quantum chemistry calculation of a cluster of 2 separate species, C3H4F2O2 in total in a non-equilibrium geometry, from the OMol25 dataset.

XYZ file:
```
11
C3H4F2O2 (ωB97M-V/def2-TZVPD)
C 0.83 -1.74 -0.07
C -0.24 -1.14 0.33
C 0.62 2.00 -0.57
O -1.15 -0.47 0.70
O -0.81 2.07 0.41
F 0.50 3.14 -1.12
F 1.66 2.21 0.35
H 0.78 -2.60 -0.77
H 1.78 -1.39 0.39
H -1.04 1.19 0.67
H -1.53 2.38 -0.27
```

Computed properties:
HOMO level: -8.41 eV
Total charge: 0

Here are the natural (NBO) charges for atoms 1 to 4, given in e: atom 1 (C): -0.736, atom 2 (C): 0.739, atom 3 (C): 0.486, atom 4 (O): -0.550

# 4
The following is a quantum chemistry calculation of a structure of composition C25H48BN2NiO5P2S in a non-equilibrium geometry, from the OMol25 dataset.

XYZ file:
```
85
C25H48BN2NiO5P2S (ωB97M-V/def2-TZVPD)
Ni 0.69 -0.13 -0.79
C 2.12 3.88 -1.56
C 0.59 3.76 -1.56
C 0.15 3.45 -3.00
C 0.04 5.13 -1.16
P 0.05 2.31 -0.48
C 1.06 2.56 1.05
N 0.98 1.35 1.83
B 1.17 0.02 1.17
N 0.42 -0.87 2.11
C -0.11 -2.16 1.79
P 0.17 -2.43 -0.02
C 1.32 -3.92 -0.01
C 2.50 -3.60 0.92
C 1.88 -4.17 -1.42
C 0.67 -5.21 0.49
C -1.52 -3.03 -0.64
C -1.37 -3.51 -2.09
C -2.41 -1.79 -0.66
C -2.25 -4.09 0.19
C -0.05 -0.15 3.19
C -0.80 -0.55 4.27
C -1.21 0.42 5.22
C -0.85 1.74 5.06
C -0.09 2.16 3.96
C 0.30 1.22 3.02
C -1.73 2.67 0.07
C -1.97 3.86 1.01
C -2.22 1.42 0.81
C -2.60 2.82 -1.18
H 2.41 4.52 -2.40
H 2.48 4.36 -0.65
H 2.63 2.92 -1.67
H 0.58 4.20 -3.68
H 0.51 2.47 -3.32
H -0.93 3.47 -3.13
H 0.53 5.89 -1.79
H -1.03 5.23 -1.31
H 0.27 5.38 -0.12
H 2.09 2.71 0.71
H 0.76 3.45 1.62
H 0.36 -2.97 2.36
H -1.18 -2.20 2.00
H 2.90 -2.61 0.79
H 2.23 -3.73 1.97
H 3.31 -4.32 0.70
H 2.44 -3.31 -1.78
H 2.56 -5.03 -1.38
H 1.10 -4.41 -2.14
H 0.11 -5.07 1.42
H 0.00 -5.64 -0.26
H 1.46 -5.94 0.68
H -0.81 -2.80 -2.70
H -0.89 -4.49 -2.14
H -2.37 -3.62 -2.53
H -1.94 -0.98 -1.22
H -3.35 -2.04 -1.15
H -2.63 -1.42 0.34
H -1.86 -5.09 0.02
H -2.22 -3.89 1.26
H -3.30 -4.10 -0.11
H -1.07 -1.59 4.39
H -1.80 0.11 6.07
H -1.16 2.47 5.80
H 0.18 3.20 3.84
H -1.42 3.74 1.95
H -1.73 4.82 0.58
H -3.04 3.87 1.28
H -1.76 1.31 1.79
H -3.30 1.50 0.95
H -2.00 0.53 0.23
H -2.44 3.77 -1.70
H -2.41 2.01 -1.90
H -3.65 2.77 -0.90
O 4.75 0.05 -0.20
S 3.36 -0.19 -0.50
O 2.66 -0.35 0.91
O 3.15 -1.42 -1.28
O 2.67 0.94 -1.16
C 1.28 -0.04 -3.97
O 0.80 -0.89 -2.93
H 1.73 -0.62 -4.78
H 2.01 0.67 -3.59
H 0.42 0.50 -4.37
H 1.59 -1.28 -2.50
```

Computed properties:
HOMO level (alpha / beta): -3.83 / -3.52 eV
Total charge: -1

Here are the Mulliken charges for atoms 1 to 4, given in e: atom 1 (Ni): 0.687, atom 2 (C): -2.061, atom 3 (C): 2.579, atom 4 (C): -1.828

# 5
The following is a quantum chemistry calculation of a structure of composition C16H24ClN4O7S4Sr in a non-equilibrium geometry, from the OMol25 dataset.

XYZ file:
```
57
C16H24ClN4O7S4Sr (ωB97M-V/def2-TZVPD)
Sr 1.57 1.24 -0.94
C -2.25 1.39 -3.97
N -2.22 2.17 -2.74
C -2.87 3.47 -2.80
C -1.35 1.83 -1.77
O -0.68 0.79 -1.83
C -1.23 2.79 -0.57
O -0.24 2.41 0.37
C -0.66 1.87 1.61
C -0.57 0.35 1.64
O -0.13 -0.26 0.68
N -1.01 -0.25 2.78
C -1.26 0.48 4.01
C -0.86 -1.68 2.93
H -3.29 1.29 -4.30
H -1.68 1.90 -4.75
H -1.83 0.42 -3.79
H -3.83 3.36 -3.29
H -3.05 3.87 -1.81
H -2.26 4.18 -3.36
H -0.95 3.77 -0.94
H -2.21 2.84 -0.09
H 0.03 2.26 2.36
H -1.67 2.23 1.82
H -1.57 1.51 3.81
H -2.07 0.00 4.55
H -0.37 0.50 4.64
H -0.67 -2.13 1.96
H -0.02 -1.91 3.59
H -1.77 -2.10 3.36
S 5.56 1.75 2.20
C 4.31 1.41 1.15
S 2.71 0.99 1.81
S 4.52 1.40 -0.58
N 4.01 -1.66 0.38
C 2.96 -2.29 -0.16
S 2.66 -2.24 -1.81
N 2.23 -2.99 0.76
C 1.04 -3.73 0.64
C 0.82 -4.71 1.61
C -0.35 -5.44 1.62
C -1.32 -5.22 0.66
C -1.10 -4.25 -0.31
C 0.06 -3.50 -0.33
H 4.44 -0.95 -0.22
H 3.90 -1.30 1.32
H 2.64 -3.00 1.68
H 1.59 -4.89 2.36
H -0.50 -6.20 2.39
H -2.24 -5.79 0.66
H -1.86 -4.05 -1.06
H 0.21 -2.73 -1.06
O 0.12 5.07 -2.61
Cl 0.93 4.19 -3.40
O 0.15 3.65 -4.47
O 2.10 4.83 -3.87
O 1.34 3.06 -2.53
```

Computed properties:
HOMO level: -3.63 eV
Total charge: -1

Here are the natural (NBO) charges for atoms 1 to 4, given in e: atom 1 (Sr): 1.784, atom 2 (C): -0.420, atom 3 (N): -0.412, atom 4 (C): -0.416

# 6
The following is a quantum chemistry calculation of a structure of composition C4H10N2O in a non-equilibrium geometry, from the OMol25 dataset.

XYZ file:
```
17
C4H10N2O (ωB97M-V/def2-TZVPD)
C 0.85 -0.75 1.20
C 0.18 -1.01 -0.12
C -0.85 0.14 -0.12
C -2.17 -0.50 -0.13
H 1.29 0.16 1.33
H 0.24 -0.60 2.20
H 1.74 -1.47 1.48
H -0.36 -1.90 -0.22
H 1.27 -1.32 -1.98
H 2.55 -0.83 -0.38
H -2.08 -1.56 -0.67
H -2.25 -0.96 0.95
H -3.37 0.00 -0.60
H 1.40 0.95 -0.42
N 1.46 -0.55 -1.02
N -0.61 1.44 0.03
O 0.69 1.75 0.03
```

Computed properties:
HOMO level: -8.57 eV
Total charge: 0

Here are the natural (NBO) charges for atoms 1 to 4, given in e: atom 1 (C): -0.643, atom 2 (C): -0.110, atom 3 (C): 0.102, atom 4 (C): -0.644

Number 1: total energy -1114737.28914 eV. Number 2: total energy -28493.93155 eV. Number 3: total energy -12701.48532 eV. Number 4: total energy -111059.24761 eV. Number 5: total energy -93973.07424 eV. Number 6: total energy -9330.43117 eV.